# 1
26
Properties=species:S:1:pos:R:3:forces:R:3:lowdin_charge:R:1 method="wB97M-V/def2-TZVPD" charge=0 energy_ha=-390.58852 smiles=CCc1ccccc1.CC fmax_ev_per_a=3.10 e_above_lowest_kj_mol=124.34 homo_lumo_gap_ev=10.0 homo_ev=-8.95
C -3.38098 0.28139 -1.18410 1.1582 -1.3197 0.0295 -0.096
C -2.30261 0.53376 -0.09700 -1.7187 2.5155 -0.5894 -0.229
C -1.02750 -0.22051 -0.24801 -0.7301 0.0068 0.9048 -0.245
C -0.01615 0.25012 -1.06455 0.7945 -0.9468 -0.1750 -0.057
C 1.23249 -0.36546 -0.98932 -0.1484 -1.1873 -1.4375 -0.134
C 1.45011 -1.52106 -0.24920 -0.8076 0.7321 0.1780 -0.096
C 0.35146 -2.08146 0.38857 0.5599 -0.0415 1.6249 -0.088
C -0.84030 -1.38561 0.50832 0.5418 0.9145 -0.5421 -0.036
H -4.34190 0.72874 -0.94714 0.0709 0.1662 -0.1076 0.067
H -3.48709 -0.80676 -1.26160 -0.4147 0.0668 0.0157 0.071
H -2.98862 0.57227 -2.16009 -0.2905 0.3229 -0.0056 0.068
H -2.14336 1.62425 -0.15685 0.6561 -0.1759 -0.2914 0.107
H -2.85221 0.58030 0.84786 0.5910 -1.2344 0.4297 0.108
H -0.09951 1.08833 -1.73739 -0.4200 0.2590 0.0873 0.120
H 2.01128 -0.13041 -1.70830 0.1151 0.7352 0.4054 0.114
H 2.46580 -1.78885 -0.00322 0.0522 -0.7331 -0.4885 0.107
H 0.50499 -2.93267 1.04336 0.0062 -0.0961 -0.0899 0.101
H -1.50814 -1.53886 1.34440 -0.3668 -0.6785 -0.3346 0.114
C 2.29291 1.96552 0.56356 -0.0744 1.0063 0.0239 -0.164
C 2.02283 1.33991 1.91923 -0.0064 0.5518 0.8505 -0.153
H 3.34688 1.85188 0.31160 -0.0929 -0.4942 -0.4259 0.070
H 1.61346 1.61504 -0.20234 0.4982 0.0043 0.0753 0.009
H 2.17262 3.05686 0.53687 -0.1313 -0.0649 0.5141 0.070
H 1.24013 1.81329 2.52030 -0.3599 -0.0010 -0.5244 0.065
H 2.88332 1.52015 2.55073 0.4629 -0.2621 0.1718 0.055
H 1.82252 0.27044 1.91822 0.0549 -0.0456 -0.2990 0.053

=====

# 2
59
Properties=species:S:1:pos:R:3:forces:R:3:lowdin_charge:R:1 method="wB97M-V/def2-TZVPD" charge=0 energy_ha=-7216.95844 fmax_ev_per_a=0.67 e_above_lowest_kj_mol=77.80 homo_lumo_gap_ev="6.7 / 6.7" homo_ev="-7.62 / -7.62"
Co -0.66952 -0.21097 0.36800 0.3565 0.4095 -0.0261 0.225
O 2.35011 -4.54054 0.33494 -0.0291 0.0192 -0.0169 0.046
C 2.02869 -4.36126 -0.96051 0.0033 -0.0323 0.0289 -0.273
C 2.62261 -5.21532 -1.88980 -0.0089 0.0129 -0.0193 -0.014
C 2.33642 -5.09241 -3.23429 0.0056 -0.0095 0.0063 -0.080
C 1.45651 -4.11280 -3.68781 0.0074 0.0093 0.0145 -0.088
C 0.88309 -3.25355 -2.77376 -0.0118 0.0241 -0.0233 -0.021
C 1.15302 -3.35739 -1.40817 0.0291 0.0209 0.0474 -0.076
C 0.55146 -2.37829 -0.48366 0.1909 0.1089 0.0788 -0.420
O 0.01860 -1.30575 -0.97436 -0.2792 -0.6036 0.0424 -0.131
N 0.63634 -2.59644 0.80502 -0.1285 0.1261 -0.2015 0.028
N 0.05602 -1.54301 1.52132 0.5016 -0.1852 0.3031 -0.208
C 0.33534 -1.53323 2.77646 -0.2422 -0.1674 0.0332 -0.883
S -0.47344 -0.48763 3.89746 0.2036 0.3333 -0.0991 0.963
C 0.54119 -0.91977 5.34039 0.0015 -0.1251 -0.0052 -0.488
C 1.82722 -1.58490 4.87600 -0.0475 -0.0030 0.0350 -0.506
S 1.48271 -2.66814 3.46729 0.0044 0.0719 -0.0300 0.959
H 1.78782 -3.93454 0.86968 0.0111 0.0082 -0.0060 0.043
H 3.29912 -5.97543 -1.52347 0.0036 -0.0106 0.0077 0.117
H 2.80016 -5.77015 -3.93931 0.0048 -0.0114 -0.0080 0.104
H 1.22839 -4.02454 -4.74078 -0.0024 0.0052 -0.0062 0.100
H 0.20569 -2.47530 -3.09754 0.0028 0.0036 -0.0025 0.110
H -0.03294 -1.55769 6.01110 0.0042 -0.0428 -0.0502 0.078
H 0.77644 0.01509 5.84702 -0.0658 -0.0200 0.0693 0.079
H 2.26414 -2.20317 5.65875 0.0174 0.0429 0.0295 0.078
H 2.54954 -0.83166 4.56375 0.0171 -0.0316 -0.0173 0.079
Cl -3.62798 5.62174 -1.16855 0.0263 -0.0308 0.0233 0.684
C -2.83307 4.31436 -0.34024 -0.0298 0.0178 -0.0125 -0.602
C -2.62279 4.38716 1.00782 0.0243 -0.0714 0.0213 -0.154
C -1.98889 3.34188 1.71570 -0.0677 0.1360 -0.0821 -0.645
I -1.69621 3.49064 3.75933 -0.0045 -0.0158 0.0362 0.927
C -1.57288 2.21012 1.05653 0.1981 -0.1563 -0.0390 -0.454
O -0.98388 1.16751 1.58630 -0.2952 -0.1201 0.3870 -0.312
C -1.78292 2.16642 -0.34668 0.0553 -0.1024 0.0191 -0.143
N -1.33014 1.01968 -0.91964 -0.1209 0.2913 -0.2727 0.025
C -1.46197 0.83922 -2.21293 -0.0700 0.1631 -0.0711 -0.066
C -2.06994 1.81431 -3.02410 0.0729 -0.1018 0.0326 -0.020
C -2.54677 2.96830 -2.46461 -0.0468 0.0483 0.0580 0.003
C -2.40975 3.18035 -1.07624 -0.0066 0.0936 -0.0550 -0.160
H -2.95920 5.26096 1.54776 0.0029 0.0139 0.0050 0.095
H -1.08549 -0.09130 -2.61064 0.0005 -0.0387 -0.0056 0.114
H -2.15900 1.63168 -4.08512 -0.0150 -0.0073 -0.0025 0.110
H -3.03736 3.71735 -3.07125 0.0203 0.0157 -0.0027 0.099
Se -2.70922 -1.27838 0.58066 -0.2952 0.0338 -0.0280 0.880
C -3.77696 0.11286 1.15756 0.2634 -0.1719 -0.0934 -0.710
N -4.44658 0.97544 1.52766 -0.0964 0.0464 -0.0229 0.090
C 3.86130 -1.46774 0.43577 0.0773 0.0131 0.0511 -0.007
N 4.27712 -0.09113 0.24897 -0.0686 -0.0463 -0.1265 -0.112
C 5.53986 0.30368 -0.16337 0.0027 0.0699 0.1179 -0.052
C 5.53739 1.64776 -0.23767 0.0183 -0.0368 -0.0294 -0.073
N 4.26828 2.05134 0.12117 -0.0314 0.0033 -0.0324 0.056
C 3.47922 0.98831 0.41801 -0.1272 0.1454 -0.0516 -0.749
S 1.86982 1.12104 0.93445 0.0377 -0.0636 0.0137 0.724
H 4.18486 -2.06646 -0.41353 -0.0239 -0.0225 0.0059 0.104
H 2.78201 -1.48115 0.50739 -0.1084 -0.0438 0.0186 0.042
H 4.27738 -1.87379 1.35730 0.0146 -0.0099 -0.0111 0.101
H 6.32274 -0.40993 -0.34094 0.0136 -0.0134 -0.0481 0.123
H 6.30950 2.33927 -0.51724 0.0236 0.0079 0.0095 0.114
H 3.91188 2.99047 0.15804 0.0063 -0.0006 0.0031 0.147

=====

# 3
110
Properties=species:S:1:pos:R:3:forces:R:3:lowdin_charge:R:1 method="wB97M-V/def2-TZVPD" charge=+1 energy_ha=-3964.72432 fmax_ev_per_a=0.33 e_above_lowest_kj_mol=0.00 homo_lumo_gap_ev="7.9 / 5.3" homo_ev="-9.95 / -9.95" multiplicity=2
Ir -1.42530 -0.44727 -0.17883 0.0807 -0.1712 0.2664 1.417
C 4.44821 2.38648 -2.62545 -0.0014 0.0008 0.0019 -0.030
C 3.40180 1.65787 -1.83445 -0.0022 -0.0094 -0.0126 -0.279
C 3.63838 0.40126 -1.28373 0.0023 0.0030 0.0046 -0.023
C 2.68195 -0.23367 -0.52246 0.0023 0.0028 0.0468 -0.037
C 1.43630 0.35538 -0.24676 0.0199 -0.0205 0.0002 -0.237
N 0.47009 -0.29817 0.54918 -0.0184 -0.0130 -0.0666 -0.009
C 1.00092 -1.05035 1.58846 -0.0285 0.0321 0.0538 -0.178
C 2.26073 -0.72412 2.14047 -0.0071 0.0148 -0.0312 -0.024
C 2.92926 -1.54342 3.01461 0.0020 -0.0023 0.0169 -0.007
C 2.38959 -2.78010 3.36924 -0.0077 0.0042 -0.0062 -0.237
C 3.13102 -3.73979 4.25152 -0.0016 -0.0045 -0.0028 -0.028
C 1.10108 -3.06169 2.93882 0.0136 0.0192 0.0109 0.023
C 0.36463 -2.17608 2.16082 0.0082 0.0674 0.0427 -0.081
N -1.03393 -2.38176 2.14393 0.0157 -0.1574 -0.1175 -0.023
C -1.72103 -2.93093 3.18280 -0.0079 0.0043 -0.0047 -0.018
C -3.04607 -2.65532 3.01012 0.0060 0.0011 0.0093 0.006
C -3.10148 -1.89493 1.84133 -0.0128 -0.0167 -0.0341 -0.088
N -1.89494 -1.75535 1.31244 -0.0155 0.1151 0.1132 -0.058
C 1.16659 1.55772 -0.90806 -0.0186 -0.0143 0.0120 -0.132
C 2.13561 2.20013 -1.66322 -0.0063 -0.0112 -0.0177 0.016
N -0.13733 2.10311 -0.91011 0.0214 -0.0052 -0.0716 -0.044
C -0.48047 3.40263 -1.01574 0.0037 -0.0069 0.0079 -0.027
C -1.77845 3.45838 -1.45732 -0.0002 0.0003 0.0024 0.002
C -2.16299 2.12504 -1.60613 0.0018 0.0052 -0.0328 -0.126
N -1.16848 1.30129 -1.29375 -0.0588 -0.0643 0.0041 -0.053
H 5.34081 1.77741 -2.75362 -0.0018 -0.0024 -0.0046 0.082
H 4.73826 3.30800 -2.11755 0.0049 -0.0024 0.0056 0.090
H 4.07556 2.66133 -3.61300 -0.0024 0.0056 0.0023 0.089
H 4.58444 -0.09396 -1.46248 0.0002 0.0008 0.0005 0.125
H 2.88129 -1.22930 -0.15501 0.0007 -0.0040 0.0235 0.134
H 2.70393 0.21849 1.86351 0.0138 0.0008 -0.0429 0.081
H 3.88836 -1.22943 3.40921 -0.0039 -0.0020 -0.0029 0.125
H 4.19917 -3.53090 4.24886 0.0005 -0.0028 -0.0029 0.084
H 2.97838 -4.76965 3.92955 -0.0009 -0.0001 0.0021 0.088
H 2.77872 -3.66062 5.28230 0.0024 0.0026 0.0008 0.094
H 0.63826 -3.98884 3.24907 0.0046 0.0000 -0.0001 0.125
H -1.20995 -3.42198 3.98895 -0.0061 -0.0151 -0.0071 0.128
H -3.86343 -2.93241 3.65061 0.0004 -0.0023 -0.0011 0.115
H -3.95279 -1.43023 1.38494 0.0063 0.0050 0.0090 0.112
H 1.87739 3.12901 -2.15682 0.0002 -0.0002 -0.0024 0.132
H 0.21900 4.17838 -0.75212 0.0007 0.0023 0.0013 0.142
H -2.38309 4.33420 -1.60777 0.0025 0.0005 -0.0069 0.118
H -3.12639 1.74156 -1.89166 -0.0050 -0.0010 0.0046 0.114
N -3.25131 -0.74035 -1.17555 -0.0144 -0.0777 -0.1315 -0.012
C -3.84947 -2.04680 -1.00408 0.0205 -0.0255 -0.0550 -0.265
C -5.18284 -2.15080 -0.65021 -0.0134 -0.0007 -0.0043 -0.039
C -5.73337 -3.39549 -0.38560 -0.0066 0.0106 0.0021 -0.067
C -4.93511 -4.52460 -0.48130 0.0116 -0.0046 -0.0040 -0.065
C -3.61048 -4.40795 -0.87454 -0.0088 0.0239 0.0137 -0.020
C -3.03937 -3.16931 -1.16521 0.0392 -0.0165 0.0376 -0.139
C -1.64783 -3.05503 -1.68627 -0.0262 0.0095 -0.0309 -0.179
C -1.21312 -4.07962 -2.53215 -0.0030 0.0278 -0.0186 -0.033
C 0.01820 -4.03631 -3.16202 -0.0105 -0.0092 0.0003 -0.080
C 0.81605 -2.91943 -2.98707 -0.0096 0.0026 -0.0022 -0.096
C 0.38338 -1.88880 -2.16404 -0.0246 0.0206 -0.0410 -0.124
C -0.81840 -1.93577 -1.45705 0.0712 0.0682 -0.0762 -0.212
H -3.90003 -0.01831 -0.86480 -0.0030 -0.0195 0.0562 0.102
H -3.07198 -0.63745 -2.19883 -0.0025 0.1126 0.0404 0.052
H -5.78502 -1.25327 -0.55814 -0.0008 -0.0015 -0.0021 0.125
H -6.77262 -3.47757 -0.09767 -0.0004 0.0000 -0.0026 0.110
H -5.34464 -5.50039 -0.25689 0.0014 0.0005 0.0027 0.109
H -2.99841 -5.29752 -0.94340 -0.0034 -0.0045 0.0014 0.115
H -1.87494 -4.91174 -2.73382 0.0021 -0.0030 -0.0037 0.110
H 0.32918 -4.84826 -3.80614 -0.0015 0.0021 -0.0023 0.106
H 1.76517 -2.83445 -3.50354 0.0025 -0.0013 0.0052 0.107
H 1.00727 -1.00993 -2.10242 0.0026 -0.0136 -0.0051 0.072
Cl 3.62425 2.75665 1.37196 0.0093 0.0058 0.0472 0.815
C 3.87198 2.26779 3.02115 0.0178 -0.0022 -0.0137 -0.577
C 5.17471 2.09419 3.45921 0.0023 0.0025 -0.0122 -0.099
C 5.41739 1.58199 4.72192 -0.0127 -0.0064 0.0099 -0.075
C 4.35089 1.23012 5.53433 0.0107 -0.0003 -0.0110 -0.106
C 3.05822 1.43353 5.09046 -0.0097 0.0173 0.0158 -0.577
Cl 1.74000 0.95440 6.11917 0.0026 0.0065 -0.0058 0.730
C 2.76786 1.98780 3.83547 0.0045 0.0053 0.0285 -0.330
N 1.45227 2.12348 3.40479 -0.0116 -0.0189 -0.0068 0.065
C 0.88050 3.34512 2.95951 -0.0051 -0.0043 0.0355 -0.215
C 1.58229 4.54278 3.00731 0.0033 0.0208 -0.0197 -0.057
C 0.99096 5.71416 2.56148 0.0110 -0.0115 0.0015 -0.080
C -0.31420 5.69553 2.09817 -0.0129 -0.0023 -0.0050 -0.085
C -1.02783 4.50427 2.08846 -0.0001 -0.0154 -0.0041 -0.037
C -0.44591 3.31148 2.50370 -0.0139 0.0349 -0.0007 -0.142
C -1.17755 1.98538 2.51901 0.0011 0.0119 -0.0203 -0.049
C -2.49345 1.90986 1.74763 -0.0374 0.0632 -0.0666 -0.617
O -3.36682 2.73837 1.92664 -0.0042 -0.0266 0.0263 0.056
O -2.64779 0.89157 0.95044 0.0226 -0.0095 -0.0124 -0.211
H 5.98845 2.34483 2.79303 -0.0002 -0.0012 0.0024 0.108
H 6.43242 1.44574 5.06746 0.0005 -0.0025 0.0004 0.112
H 4.51159 0.81012 6.51726 0.0011 -0.0015 0.0015 0.109
H 0.81451 1.59442 3.98311 0.0102 -0.0140 -0.0159 0.073
H 2.58818 4.56508 3.40549 -0.0018 -0.0006 -0.0018 0.105
H 1.54720 6.64163 2.60192 -0.0001 -0.0006 -0.0004 0.106
H -0.79098 6.61057 1.77151 -0.0005 -0.0018 0.0014 0.104
H -2.06110 4.48929 1.77332 -0.0055 0.0011 -0.0012 0.104
H -1.43976 1.72351 3.55349 0.0086 0.0261 0.0080 0.142
H -0.50251 1.20782 2.16517 -0.0042 -0.0110 0.0071 0.076
O -2.86058 -0.77419 -3.94385 -0.0186 0.1243 0.0886 -0.536
S -2.11878 0.34690 -4.62950 0.0103 0.0361 -0.0223 0.948
C -0.57469 -0.38334 -5.26891 -0.0190 -0.0702 0.0033 -0.304
C -0.60147 -0.30337 -6.79305 -0.0054 -0.0367 0.0073 -0.225
C -2.06645 -0.46897 -7.18861 -0.0086 -0.0114 0.0000 -0.229
C -2.82431 0.50092 -6.29388 0.0245 -0.0053 -0.0219 -0.315
H -0.62910 -1.41454 -4.91300 -0.0032 0.0141 0.0288 0.085
H 0.27384 0.10512 -4.79248 0.0125 0.0150 -0.0307 0.085
H 0.03314 -1.07583 -7.22720 0.0084 0.0091 -0.0030 0.118
H -0.22546 0.66288 -7.13684 -0.0108 0.0063 0.0047 0.115
H -2.39501 -1.49099 -6.98976 -0.0075 0.0022 0.0001 0.121
H -2.24197 -0.25838 -8.24304 0.0055 0.0004 -0.0010 0.118
H -3.89265 0.31735 -6.19386 0.0000 -0.0085 0.0034 0.098
H -2.66614 1.53674 -6.60250 -0.0043 0.0008 0.0005 0.094

=====

# 4
24
Properties=species:S:1:pos:R:3:forces:R:3:lowdin_charge:R:1 method="wB97M-V/def2-TZVPD" charge=0 energy_ha=-1435.82176 fmax_ev_per_a=3.76 e_above_lowest_kj_mol=182.96 homo_lumo_gap_ev=7.5 homo_ev=-8.28
C 2.54573 0.33641 -2.46560 1.1783 0.4261 0.1663 -0.132
C 2.95872 0.73954 -1.18408 0.7898 -1.9200 0.6872 -0.077
C 1.24309 0.14809 -2.78121 -2.3895 1.0503 -1.3834 -0.118
C 1.92790 1.02593 -0.26887 1.0827 -0.3709 -1.1149 -0.166
C 0.19718 0.57839 -1.94294 1.1506 -0.7502 1.6397 -0.114
C 0.62355 1.06148 -0.70820 -2.1850 0.6577 1.6278 -0.111
C -1.87039 -1.91193 0.54157 -1.8221 -2.1863 -2.0300 -0.508
C -0.59535 -1.12814 2.12252 2.8661 1.1514 0.7013 -0.516
C -2.02008 -0.93591 1.64615 -1.8262 -0.8611 3.0498 -0.917
Si -1.27245 2.19843 1.17884 0.6723 -3.6990 -0.0224 0.586
S -0.61862 -2.82434 1.48976 0.3866 -0.2456 -0.4984 0.820
S -2.90902 0.61305 1.51472 1.0864 1.8597 -0.9274 0.513
H 3.19383 0.14455 -3.29391 0.9384 -0.2269 0.0753 0.094
H 4.03373 0.43593 -0.80766 -2.1840 1.2582 -0.8561 0.142
H 0.96126 -0.11435 -3.82148 0.3267 -0.2970 0.8070 0.116
H 2.16927 0.98189 0.76193 0.1064 0.7206 0.9072 0.077
H -0.80708 0.19856 -2.04132 -0.3782 0.6973 -0.5654 0.089
H -2.76819 -2.58802 0.32918 1.0430 1.2078 0.0947 0.102
H -1.48322 -1.51672 -0.40536 0.0459 0.0413 0.3034 0.066
H 0.18235 -0.48147 1.47497 -1.7607 -1.3061 1.5864 0.081
H -0.30602 -1.17964 3.22058 -0.6061 0.8175 -1.3093 0.092
H -2.73550 -1.46103 2.43293 1.6039 0.7875 -1.3828 0.119
H -0.94183 2.42046 2.67617 0.2946 0.2977 -1.3685 -0.087
H -1.70887 3.25886 0.33130 -0.4199 0.8900 -0.1876 -0.149

=====

# 5
30
Properties=species:S:1:pos:R:3:forces:R:3:lowdin_charge:R:1 method="wB97M-V/def2-TZVPD" charge=0 energy_ha=-571.65767 fmax_ev_per_a=3.49 e_above_lowest_kj_mol=117.78 homo_lumo_gap_ev=9.5 homo_ev=-9.01
H -4.39664 1.54025 -0.62539 -0.0639 0.3973 0.0278 0.039
N -3.79146 1.60310 0.19140 1.1577 -1.2190 0.0289 0.126
C -3.04314 0.55671 0.12733 -0.2629 -0.1202 0.0062 -0.448
C -3.17308 -0.59794 -0.78958 -0.4603 -1.2925 -1.4603 -0.212
N -1.94662 -1.28513 -1.30409 -0.9192 0.7918 0.0719 0.018
N -2.04992 0.24061 1.05974 -0.7674 3.3399 0.6538 -0.060
O -1.80410 -1.08484 1.21540 -0.7040 -1.5296 2.2792 -0.084
H -3.75934 -1.30214 -0.19077 -0.0451 -0.2792 -0.2106 0.117
H -3.83674 -0.33843 -1.61803 0.1384 0.1135 -0.0863 0.108
H -1.67347 -1.99307 -0.63007 -0.1477 0.1781 -0.3234 0.052
H -1.21932 -0.57984 -1.22415 0.4710 -0.0717 -0.3912 0.018
H -2.29831 0.71773 1.93106 0.6421 -0.2508 -0.0009 0.147
H -2.57899 -1.42659 1.72904 0.9124 -0.0879 -0.4979 0.136
N 0.37996 0.83572 -0.64907 0.3759 0.1474 0.3639 0.002
C 1.34834 0.04627 0.14771 -0.7839 -0.0622 0.6775 -0.262
C 2.63761 -0.18829 -0.58126 -0.1242 -0.3793 -1.2536 -0.346
C 3.62010 -1.05035 0.23251 0.3367 -0.4529 -0.0695 -0.151
C 4.30069 0.25381 0.69594 0.5432 0.0355 0.5591 -0.183
C 3.65787 0.96416 -0.50298 -0.2087 0.5487 -0.1116 -0.159
H 0.93393 1.45155 -1.22943 -0.1681 0.2672 -0.1626 0.063
H -0.21703 1.42058 -0.05058 0.4331 -0.4547 -0.3368 0.064
H 0.89562 -0.93510 0.38878 0.1112 0.3921 -0.0621 0.109
H 1.58909 0.53242 1.11280 -0.1826 -0.1405 -0.2011 0.121
H 2.41817 -0.52343 -1.61930 0.0466 0.0157 0.6021 0.145
H 3.18794 -1.71850 0.99659 0.2035 0.2292 -0.2938 0.109
H 4.30587 -1.61920 -0.42251 -0.4254 0.1261 0.3014 0.112
H 5.40398 0.25804 0.76471 -0.5385 0.0317 0.0461 0.103
H 3.87064 0.59188 1.65049 0.2565 -0.0042 -0.2836 0.102
H 3.26727 1.98732 -0.36783 0.1535 -0.3373 0.0003 0.108
H 4.30608 0.94896 -1.38259 0.0202 0.0679 0.1273 0.107